# 1
# C16H30MnN3

A structure of composition C16H30MnN3 (the ωB97M-V functional and the def2-TZVPD basis, OMol25).

Calculated values
Total charge ... +2
2S+1 ... 5
Energy ... -52855.9138 eV
<S²> ... 6.48
Highest occupied orbital energy (alpha / beta) ... -14.63 / -15.62 eV

Atoms and positions in Å:
Mn  -0.23  -0.02  0.30
N  -2.01  0.01  -0.84
N  -1.08  1.88  1.11
N  0.34  1.57  -1.21
C  -0.83  1.88  -2.06
C  -1.78  0.69  -2.15
C  2.48  -0.20  2.31
C  0.00  -2.01  2.90
C  -3.01  0.63  0.07
C  2.01  -0.98  -0.16
C  -0.26  3.05  0.70
C  0.12  -2.24  0.30
C  3.24  -0.44  -0.83
C  -0.90  -3.30  0.10
C  0.80  2.69  -0.35
C  1.09  -2.28  -2.16
C  0.54  -1.70  1.53
C  -2.51  1.94  0.66
C  1.66  -0.86  1.25
C  1.07  -1.79  -0.75
H  -2.36  -0.92  -1.05
H  3.02  0.09  -1.76
H  0.24  3.47  1.57
H  -3.19  -0.09  0.87
H  3.89  -1.27  -1.10
H  1.71  2.36  0.14
H  3.25  0.45  1.90
H  -0.93  3.83  0.33
H  1.12  1.30  -1.80
H  -0.53  2.15  -3.07
H  -3.15  2.22  1.50
H  -1.35  -0.07  -2.81
H  -1.08  1.83  2.12
H  -2.60  2.75  -0.06
H  1.77  -3.13  -2.23
H  0.12  -2.61  -2.51
H  -1.69  -3.27  0.85
H  1.47  -1.52  -2.85
H  -0.41  -4.27  0.20
H  1.05  3.58  -0.93
H  2.98  -0.98  2.90
H  -1.34  2.75  -1.66
H  -0.32  -1.12  3.45
H  3.81  0.22  -0.19
H  -0.83  -2.70  2.86
H  0.79  -2.48  3.50
H  -1.35  -3.27  -0.89
H  -3.96  0.80  -0.44
H  -2.73  1.00  -2.59
H  1.88  0.37  3.01

***

# 2
# C16H30MnN3OSSi2

A structure of composition C16H30MnN3OSSi2 (the ωB97M-V functional and the def2-TZVPD basis, OMol25).

Calculated values
2S+1 ... 5
Energy ... -81509.2044 eV
<S²> ... 6.06
Highest occupied orbital energy (alpha / beta) ... -7.36 / -7.46 eV

Atoms and positions in Å:
Mn  0.19  0.06  0.09
S  2.63  -0.15  0.07
Si  0.53  3.24  -0.10
Si  0.36  1.33  -2.80
O  0.23  -1.31  1.06
N  2.61  -1.55  2.32
N  2.88  0.71  2.56
N  -1.75  0.45  -0.02
C  0.02  4.92  -0.80
C  -0.52  -0.28  -3.20
C  2.49  -1.79  3.75
C  -2.69  2.26  -1.20
C  -0.17  3.08  1.65
C  -2.97  0.05  0.35
C  -1.55  1.53  -0.78
C  2.21  1.12  -3.10
C  -0.14  2.62  -4.09
C  2.80  0.66  4.02
C  2.41  3.42  -0.02
C  -0.18  1.89  -1.13
C  3.27  -0.71  4.49
C  -4.11  0.73  -0.03
C  -3.95  1.87  -0.84
C  2.70  -0.35  1.79
H  1.77  0.84  4.34
H  2.88  -2.78  3.97
H  -4.82  2.43  -1.16
H  3.12  -0.80  5.57
H  0.43  5.04  -1.80
H  -0.23  -0.64  -4.20
H  -5.08  0.37  0.28
H  4.34  -0.82  4.29
H  2.90  1.61  2.10
H  2.96  2.50  0.20
H  -1.21  2.81  -4.06
H  0.38  5.75  -0.19
H  2.33  -2.27  1.67
H  3.42  1.46  4.43
H  -1.26  3.17  1.63
H  -3.01  -0.84  0.96
H  2.32  0.65  -4.09
H  -1.06  5.01  -0.87
H  -1.60  -0.15  -3.19
H  0.37  3.56  -3.90
H  2.71  2.09  -3.14
H  -2.52  3.13  -1.82
H  0.11  2.31  -5.11
H  2.74  0.50  -2.38
H  0.21  3.87  2.29
H  1.44  -1.76  4.04
H  2.79  3.79  -0.97
H  -0.28  -1.09  -2.50
H  2.64  4.17  0.74
H  0.07  2.12  2.12

***

# 3
# C16H30N2O2

The molecule C16H30N2O2 (the ωB97M-V functional and the def2-TZVPD basis, OMol25).

Calculated values
Energy ... -24154.0513 eV
SMILES ... CCN(CC)C(=O)CN[C@@H]1C[C@@H]2CC[C@@]1(C)OC2(C)C
Highest occupied orbital energy ... -8.72 eV

Atoms and positions in Å:
O  -2.66  1.18  -0.62
O  -0.57  -1.94  3.25
N  -0.15  0.64  2.07
N  0.58  -2.88  1.50
C  1.69  -2.80  0.49
C  -1.18  1.57  -2.56
C  -2.26  1.10  0.78
C  -1.37  -4.31  1.08
C  -2.55  2.45  1.45
C  -1.03  3.04  -0.41
C  3.07  -2.88  1.15
C  0.03  -4.21  1.72
C  -3.09  3.17  -1.94
C  0.28  -1.78  2.34
C  -1.97  2.22  -1.38
C  -2.98  -0.12  1.42
C  -0.74  0.83  0.75
C  -1.83  3.63  0.75
C  0.90  -0.38  2.15
C  0.00  2.06  0.20
H  -2.61  4.09  -2.39
H  -0.59  -0.05  0.11
H  -2.31  2.35  2.54
H  3.83  -2.97  0.39
H  -1.17  4.13  1.48
H  -1.32  -4.32  -0.01
H  -3.66  2.62  1.40
H  1.52  -0.18  3.00
H  -0.61  0.70  -2.22
H  0.50  2.64  1.03
H  -3.66  2.70  -2.73
H  3.27  -1.92  1.71
H  -0.56  3.87  -0.96
H  -2.80  -0.14  2.50
H  1.54  -0.29  1.27
H  -2.62  -1.04  1.01
H  -1.86  1.27  -3.37
H  1.51  -1.88  -0.08
H  -2.03  -3.50  1.45
H  -0.43  2.26  -2.97
H  0.68  -4.97  1.31
H  -3.76  3.53  -1.17
H  0.77  1.76  -0.55
H  -0.89  0.38  2.72
H  3.13  -3.76  1.83
H  -0.12  -4.39  2.76
H  -4.06  -0.03  1.25
H  1.58  -3.63  -0.18
H  -2.55  4.34  0.41
H  -1.82  -5.28  1.38

***

# 4
# C16H30N2OP2PdS

A structure of composition C16H30N2OP2PdS (the ωB97M-V functional and the def2-TZVPD basis, OMol25).

Calculated values
2S+1 ... 5
Energy ... -54994.8059 eV
<S²> ... 6.08
Highest occupied orbital energy (alpha / beta) ... -6.42 / -7.37 eV

Atoms and positions in Å:
Pd  0.04  0.07  0.11
S  0.07  0.16  4.97
P  -2.50  0.13  0.21
P  2.51  -0.13  -0.17
O  -0.06  -1.90  1.00
N  0.06  0.45  2.12
N  -0.06  1.12  -1.55
C  0.38  -2.73  2.06
C  3.23  -1.59  -0.99
C  0.14  -3.98  1.26
C  3.21  1.26  -1.12
C  0.04  3.56  -4.79
C  -0.02  1.91  -2.60
C  -0.48  -2.67  3.32
C  3.40  -0.07  1.42
C  0.03  4.13  -3.52
C  -3.14  0.24  1.92
C  0.00  3.31  -2.40
C  0.00  1.33  -3.89
C  -3.18  1.61  -0.61
C  0.03  2.18  -4.99
C  0.11  0.27  3.32
C  -3.50  -1.23  -0.49
H  2.86  -1.66  -2.02
H  4.32  -1.54  -1.01
H  3.01  -0.83  2.10
H  -3.02  1.53  -1.69
H  2.93  -2.50  -0.45
H  0.06  4.21  -5.66
H  -1.44  -3.16  3.17
H  -0.55  -3.78  0.42
H  0.12  -3.00  4.18
H  2.91  1.18  -2.17
H  4.30  1.28  -1.04
H  -2.78  -0.61  2.51
H  3.26  0.91  1.88
H  2.81  2.21  -0.73
H  -2.65  2.49  -0.25
H  0.03  1.74  -5.98
H  -3.25  -2.17  0.02
H  -4.23  0.25  1.93
H  -0.02  0.23  -3.96
H  -4.57  -1.04  -0.39
H  -2.77  1.16  2.39
H  1.45  -2.52  2.29
H  0.04  5.20  -3.36
H  -0.87  -1.72  3.56
H  -0.29  -4.73  1.91
H  -0.01  3.68  -1.37
H  4.47  -0.25  1.26
H  -4.25  1.71  -0.41
H  -3.26  -1.35  -1.56
H  1.08  -4.32  0.85